1.
Here is a molecular structure, C39H43AsN4O5PSm in a non-equilibrium geometry from the OMol25 dataset. Energies are from ωB97M-V/def2-TZVPD.

Properties
- frontier orbital gap (spin up / spin down) (eV) = 5.980 / 6.002
- spin multiplicity = 6
- max |F| (eV Å⁻¹) = 2.4
- energy above the lowest of the compared OMol25 structures with the same formula, charge and spin (kcal/mol) = 0.0
- E (eV) = -145356.58122
- HOMO energy (spin up / spin down) (Eh) = -0.457 / -0.458
- net charge = +2
- E_LUMO (spin up / spin down) (eV) = -6.5 / -6.5

Atoms and positions in Å:
Sm  -0.79140  0.22580  0.29330
O  5.23000  0.31960  5.18610
N  4.04080  0.16710  5.30210
O  3.42640  0.23390  6.33930
C  3.31040  -0.10340  4.05650
C  4.07460  -0.23180  2.92740
C  3.50070  -0.45070  1.65590
C  4.28780  -0.63440  0.49720
C  3.65550  -0.84280  -0.70440
C  2.25940  -0.84150  -0.74850
N  1.48340  -0.64650  0.31870
C  2.09140  -0.46980  1.52150
C  1.27640  -0.32470  2.70890
N  -0.07160  -0.36170  2.54870
C  -0.84400  -0.35650  3.63190
C  -0.33610  -0.27160  4.92480
C  1.02330  -0.17120  5.10810
C  1.88200  -0.19400  3.98870
H  5.15010  -0.16630  3.01520
H  5.36490  -0.61850  0.56920
H  4.21820  -1.00760  -1.60950
H  1.75330  -1.02280  -1.69550
H  -1.91370  -0.44430  3.45930
H  -1.00670  -0.28290  5.76810
H  1.44080  -0.09710  6.09930
C  -7.65110  -3.36950  4.23660
C  -6.56640  -2.81570  3.37490
C  -5.96150  -3.57270  2.38030
C  -4.98770  -3.03040  1.55830
C  -4.31220  -3.90440  0.53920
C  -4.62030  -1.67760  1.69790
As  -3.23870  -1.08950  0.36650
N  -2.82620  0.68320  0.75250
C  -3.49760  1.85640  0.54790
C  -4.68560  1.99900  -0.18380
C  -5.34710  3.20920  -0.20380
C  -4.84960  4.30360  0.48820
C  -3.65120  4.18980  1.18190
C  -2.97720  2.99060  1.20760
C  -4.04430  -1.04750  -1.47660
C  -3.11290  -0.99090  -2.52890
C  -1.62630  -1.26850  -2.36350
C  -3.54540  -0.74480  -3.82790
C  -4.88960  -0.58740  -4.13010
C  -5.34910  -0.32270  -5.52540
C  -5.80730  -0.72720  -3.09590
C  -5.41520  -0.95790  -1.78450
C  -6.48210  -1.14800  -0.74880
C  -5.14600  -0.93090  2.76550
C  -4.73820  0.47480  3.10880
C  -6.11500  -1.51800  3.57040
H  -8.02000  -4.31480  3.85080
H  -8.47850  -2.66550  4.29460
H  -7.28650  -3.52910  5.25030
H  -6.24740  -4.60620  2.24910
H  -4.74070  -4.90310  0.54850
H  -3.24390  -3.98760  0.77360
H  -4.40890  -3.48510  -0.46910
H  -5.07900  1.14390  -0.71410
H  -6.26380  3.29860  -0.76460
H  -5.39650  5.23220  0.49460
H  -3.26850  5.03740  1.72480
H  -2.06570  2.85380  1.79960
H  -1.43850  -2.07180  -1.62690
H  -1.05590  -0.34160  -2.12130
H  -1.24940  -1.62450  -3.32490
H  -2.81670  -0.68860  -4.62720
H  -4.51430  -0.24780  -6.21750
H  -5.92290  0.60180  -5.57010
H  -6.00230  -1.12810  -5.85690
H  -6.86060  -0.65780  -3.32780
H  -7.43760  -0.76680  -1.10030
H  -6.23280  -0.65790  0.19280
H  -6.60580  -2.21300  -0.54680
H  -3.67720  0.64710  2.92960
H  -4.94710  0.67340  4.15760
H  -5.29840  1.20310  2.52240
H  -6.53510  -0.94110  4.38220
C  0.30030  4.94150  0.86470
O  -0.21860  3.81550  0.15050
P  0.68550  2.55860  -0.25040
O  1.71030  3.35730  -1.20090
C  2.95400  2.88090  -1.70370
O  -0.40950  1.87410  -1.33610
C  -0.95260  2.69500  -2.40890
H  -0.36830  5.77520  0.65530
H  1.30500  5.18630  0.52320
H  0.30870  4.73510  1.93560
H  3.44490  3.74480  -2.15390
H  2.80190  2.11310  -2.46420
H  3.57440  2.47870  -0.90110
H  -0.42720  2.47400  -3.33910
H  -0.83120  3.75050  -2.17980
H  -2.01430  2.46610  -2.51430


2.
Here is a single C6H8 molecule in a non-equilibrium geometry from the OMol25 dataset. Energies are from ωB97M-V/def2-TZVPD.

Properties
- frontier orbital gap (eV) = 7.970
- max |F| (eV Å⁻¹) = 5.8
- energy above the lowest of the compared OMol25 structures with the same formula, charge and spin (kcal/mol) = 129.2
- E (eV) = -6345.18192
- HOMO energy (Eh) = -0.308
- E_LUMO (eV) = -0.4

Atoms and positions in Å:
C  1.19270  2.07787  -1.37034
C  0.04050  1.73878  -0.50242
C  0.02736  0.55981  0.42000
C  -0.66632  -0.61519  0.17970
C  0.55893  3.22325  -0.62834
C  -0.69610  -1.70612  1.09428
H  2.27784  1.65980  -1.30054
H  0.91087  2.16382  -2.44440
H  -0.90581  1.92750  -0.86750
H  0.74904  0.62938  1.17840
H  -1.50445  -0.53063  -0.65430
H  -0.12843  -1.52338  1.95457
H  -0.39467  -2.66790  0.68025
H  -1.74268  -1.78790  1.31885


Among the records above, which one has the lowest max |F|?
C39H43AsN4O5PSm


The lowest energy above the lowest of the compared OMol25 structures with the same formula, charge and spin belongs to which entry?
C39H43AsN4O5PSm


What is the E in the second record?
-6345.18192 eV


Which of these has the lowest E?
C39H43AsN4O5PSm